A gas-phase ion, C18H24NO (charge +1). Source: the OMol25 dataset; level of theory: ωB97M-V/def2-TZVPD.

Atoms and positions in Å:
C -0.64 4.73 -1.77
C -0.03 3.85 -0.73
C 0.07 4.27 0.58
C 0.66 3.49 1.56
C 1.17 2.23 1.22
C 1.07 1.81 -0.11
C 0.47 2.60 -1.07
H 0.41 2.28 -2.10
O 1.61 0.54 -0.37
C 1.17 -0.19 -1.49
H 1.10 0.41 -2.40
H 1.93 -0.96 -1.65
C -0.19 -0.82 -1.14
N -0.08 -1.32 0.25
H -0.98 -1.28 0.73
C 0.46 -2.71 0.38
C -0.52 -3.70 -0.18
C -0.30 -4.33 -1.39
C -1.22 -5.22 -1.90
C -2.38 -5.49 -1.19
C -2.62 -4.87 0.02
C -1.69 -3.97 0.53
H -1.87 -3.50 1.49
H -3.52 -5.08 0.58
H -3.10 -6.19 -1.58
H -1.04 -5.72 -2.84
H 0.61 -4.13 -1.94
H 0.65 -2.90 1.43
H 1.41 -2.76 -0.16
H 0.59 -0.63 0.68
H -0.45 -1.64 -1.82
H -0.97 -0.06 -1.18
C 1.82 1.36 2.26
H 1.09 0.99 2.97
H 2.35 0.53 1.80
H 2.55 1.94 2.82
C 0.75 3.98 2.97
H 0.31 3.27 3.66
H 0.24 4.93 3.07
H 1.79 4.12 3.26
H -0.32 5.24 0.85
H -1.52 5.24 -1.38
H 0.08 5.50 -2.07
H -0.92 4.17 -2.66

Kohn-Sham gap = 8.8368 eV
SMILES string = Cc1cc(C)c(C)c(OCC[NH2+]Cc2ccccc2)c1
E_LUMO = -2.58 eV
Total charge = +1
Energy relative to the best compared isomer or geometry (same formula, charge and spin) = 0.252 eV

For reference, the natural (NBO) charges in units of e are: atom 1 (C): -0.63, atom 2 (C): 0.04, atom 3 (C): -0.21, atom 4 (C): 0.01, atom 5 (C): -0.02, atom 6 (C): 0.26, atom 7 (C): -0.31, atom 8 (H): 0.21, atom 9 (O): -0.54, atom 10 (C): -0.08, atom 11 (H): 0.22, atom 12 (H): 0.21, atom 13 (C): -0.27, atom 14 (N): -0.52, atom 15 (H): 0.44, atom 16 (C): -0.26, atom 17 (C): -0.01, atom 18 (C): -0.24, atom 19 (C): -0.18, atom 20 (C): -0.18, atom 21 (C): -0.18, atom 22 (C): -0.25, atom 23 (H): 0.21, atom 24 (H): 0.23, atom 25 (H): 0.23, atom 26 (H): 0.23, atom 27 (H): 0.22, atom 28 (H): 0.24, atom 29 (H): 0.23, atom 30 (H): 0.47, atom 31 (H): 0.25, atom 32 (H): 0.24, atom 33 (C): -0.66, atom 34 (H): 0.21, atom 35 (H): 0.22, atom 36 (H): 0.24, atom 37 (C): -0.64, atom 38 (H): 0.22, atom 39 (H): 0.23, atom 40 (H): 0.23, atom 41 (H): 0.22, atom 42 (H): 0.23, atom 43 (H): 0.23, atom 44 (H): 0.22